Entry 1:
C24H29AuN3O10P2 as an isolated structure, computed with ωB97M-V with the def2-TZVPD basis set.

Summary:
Total charge = +1
Gap between HOMO and LUMO = 0.234 hartree
Lowest unoccupied orbital energy = -4.55 eV

The geometry in XYZ format:
```
69
C24H29AuN3O10P2, DFT ωB97M-V with the def2-TZVPD basis set
Au 0.736 -1.862 -0.017
C 3.450 -4.463 -3.304
C 2.477 -3.292 -3.213
O 2.180 -2.722 -4.488
P 0.856 -3.858 -2.567
O 0.116 -4.396 -3.852
O 0.985 -5.122 -1.630
O 0.049 -2.810 -1.853
P 3.052 -1.972 -2.063
O 4.639 -2.028 -2.271
O 2.483 -0.684 -2.523
O 2.745 -2.459 -0.643
H 3.034 -5.282 -3.896
H 3.689 -4.814 -2.299
H 4.370 -4.128 -3.778
H 2.144 -1.754 -4.367
H 0.409 -3.915 -4.650
H 1.346 -5.919 -2.046
H 5.014 -1.135 -2.216
C -4.240 0.466 3.278
O -3.395 0.907 2.217
C -3.280 2.241 2.006
C -3.984 3.204 2.719
C -3.868 4.547 2.386
C -3.056 4.941 1.335
C -2.338 3.983 0.638
C -2.419 2.640 0.977
N -1.702 1.714 0.167
C -0.949 0.653 0.511
N -0.719 0.466 1.807
C 0.170 -0.377 2.460
C 0.990 -1.308 1.865
C 1.918 -2.020 2.609
C 1.995 -1.835 3.973
C 1.140 -0.937 4.602
C 0.228 -0.221 3.854
O -0.671 0.654 4.394
C -0.129 1.691 5.226
N -0.529 -0.170 -0.435
C -0.485 0.210 -1.795
C -1.131 -0.548 -2.769
C -1.014 -0.232 -4.107
C -0.240 0.856 -4.486
C 0.413 1.625 -3.536
C 0.298 1.307 -2.189
O 0.914 1.975 -1.191
C 1.901 2.941 -1.543
H -4.156 -0.616 3.291
H -5.278 0.747 3.096
H -3.907 0.864 4.238
H -4.650 2.907 3.516
H -4.434 5.282 2.943
H -2.984 5.983 1.056
H -1.694 4.277 -0.186
H -1.734 1.897 -0.824
H -1.277 1.010 2.447
H 2.574 -2.731 2.114
H 2.716 -2.398 4.551
H 1.177 -0.809 5.676
H -0.979 2.227 5.634
H 0.483 2.372 4.633
H 0.470 1.286 6.040
H -1.736 -1.383 -2.441
H -1.530 -0.821 -4.854
H -0.145 1.119 -5.532
H 1.026 2.458 -3.849
H 2.377 3.239 -0.616
H 1.446 3.817 -2.009
H 2.641 2.509 -2.218
```

Mulliken atomic charge list, values in e, 5 entries: atom 1 (Au): 0.7936, atom 2 (C): -1.8821, atom 3 (C): 1.3304, atom 4 (O): -0.6659, atom 5 (P): 0.5260

=====

Entry 2:
C28H19F12HfNO4 as an isolated structure, computed with ωB97M-V with the def2-TZVPD basis set.

Summary:
ΔE to the lowest compared entry with this formula, charge and spin = 0.0 kcal per mole
Gap between HOMO and LUMO = 0.255 hartree
Lowest unoccupied orbital energy = -0.77 eV

The geometry in XYZ format:
```
65
C28H19F12HfNO4, DFT ωB97M-V with the def2-TZVPD basis set
Hf -1.129 -0.345 -1.421
C 1.586 -4.965 3.471
C 1.069 -3.794 2.681
C 1.100 -2.503 3.182
C 0.617 -1.440 2.446
C 0.082 -1.611 1.164
N -0.346 -0.508 0.414
C -0.244 0.830 0.890
C 1.016 1.311 1.270
C 1.179 2.570 1.803
C 0.078 3.405 1.972
C 0.221 4.770 2.586
C -1.151 2.964 1.511
C -1.341 1.718 0.909
C -2.747 1.378 0.333
O -2.797 0.268 -0.483
C -3.673 1.067 1.539
F -4.871 0.627 1.160
F -3.857 2.139 2.333
F -3.107 0.109 2.285
C -3.354 2.582 -0.531
F -3.418 2.236 -1.816
F -4.599 2.894 -0.142
F -2.646 3.723 -0.498
C -0.037 -2.932 0.675
C 0.479 -3.977 1.441
C -0.842 -3.325 -0.578
O -1.175 -2.301 -1.438
C -0.075 -4.360 -1.461
F -0.596 -4.427 -2.687
F -0.089 -5.611 -0.967
F 1.210 -3.990 -1.594
C -2.202 -3.914 -0.107
F -2.920 -4.363 -1.146
F -2.904 -2.944 0.490
F -2.085 -4.925 0.762
H 2.360 -4.656 4.174
H 0.786 -5.437 4.047
H 2.010 -5.726 2.816
H 1.509 -2.318 4.169
H 0.646 -0.450 2.877
H 1.858 0.638 1.173
H 2.164 2.904 2.109
H 1.037 4.795 3.308
H 0.432 5.521 1.823
H -0.694 5.068 3.097
H -1.995 3.625 1.632
H 0.396 -4.987 1.068
C 3.153 -0.717 -2.958
C 1.841 -0.029 -2.719
O 0.908 -0.739 -2.301
C 1.690 1.393 -2.968
C 2.788 2.156 -3.412
C 2.670 3.501 -3.656
C 1.431 4.122 -3.460
C 0.337 3.409 -3.031
C 0.444 2.033 -2.774
O -0.616 1.382 -2.348
H 3.035 -1.773 -2.732
H 3.925 -0.289 -2.317
H 3.477 -0.593 -3.992
H 3.744 1.673 -3.562
H 3.523 4.074 -3.994
H 1.330 5.184 -3.647
H -0.623 3.880 -2.870
```

Mulliken atomic charge list, values in e, 5 entries: atom 1 (Hf): 1.4629, atom 2 (C): -1.5765, atom 3 (C): 0.1472, atom 4 (C): -1.2996, atom 5 (C): -0.5827

=====

Entry 3:
C53H65BF3N2O2P3RuTe as an isolated structure, computed with ωB97M-V with the def2-TZVPD basis set.

Summary:
ΔE to the lowest compared entry with this formula, charge and spin = 0.0 kcal per mole
Total charge = -1
Gap between HOMO and LUMO (spin up / spin down) = 0.169 / 0.180 hartree
Lowest unoccupied orbital energy (spin up / spin down) = 2.10 / 0.30 eV
Multiplicity = 6

The geometry in XYZ format:
```
131
C53H65BF3N2O2P3RuTe, DFT ωB97M-V with the def2-TZVPD basis set
Ru -0.299 -0.630 0.875
C -4.167 3.221 1.382
C -4.373 2.759 -0.068
C -4.412 3.989 -0.979
C -5.742 2.072 -0.109
P -2.999 1.493 -0.405
C -1.565 2.543 -1.052
N -0.580 2.822 -0.024
B 0.340 1.868 0.607
N 0.558 2.396 1.961
C 1.046 1.653 3.094
P 0.144 0.011 3.217
C 1.331 -0.973 4.301
C 0.623 -2.216 4.843
C 1.981 -0.197 5.450
C 2.438 -1.452 3.362
C -1.406 0.412 4.200
C -1.197 0.828 5.655
C -2.347 -0.798 4.132
C -2.093 1.570 3.465
C -0.014 3.648 2.040
C 0.007 4.588 3.055
C -0.641 5.809 2.856
C -1.280 6.083 1.658
C -1.309 5.135 0.633
C -0.701 3.909 0.832
C -3.504 0.515 -1.940
C -2.293 -0.324 -2.356
C -3.948 1.330 -3.155
C -4.594 -0.490 -1.538
H -4.888 4.013 1.616
H -3.170 3.616 1.564
H -4.334 2.393 2.073
H -5.327 4.556 -0.779
H -4.402 3.736 -2.038
H -3.576 4.659 -0.780
H -6.481 2.742 0.341
H -5.742 1.142 0.463
H -6.072 1.853 -1.125
H -1.897 3.475 -1.513
H -1.082 1.962 -1.836
H 0.919 2.237 4.008
H 2.113 1.432 2.993
H -0.082 -1.978 5.639
H 1.368 -2.904 5.252
H 0.083 -2.738 4.049
H 1.269 0.116 6.210
H 2.513 0.686 5.095
H 2.720 -0.842 5.936
H 2.024 -2.035 2.541
H 3.142 -2.082 3.914
H 2.998 -0.625 2.931
H -0.854 0.002 6.278
H -2.155 1.167 6.062
H -0.491 1.656 5.752
H -1.980 -1.642 4.716
H -2.498 -1.129 3.104
H -3.317 -0.507 4.546
H -1.569 2.515 3.598
H -3.100 1.690 3.877
H -2.192 1.371 2.395
H 0.529 4.392 3.984
H -0.625 6.553 3.642
H -1.759 7.042 1.509
H -1.799 5.363 -0.304
H -1.539 0.255 -2.887
H -2.630 -1.120 -3.024
H -1.805 -0.800 -1.498
H -3.191 2.064 -3.446
H -4.890 1.854 -2.988
H -4.097 0.654 -4.005
H -4.267 -1.105 -0.698
H -4.777 -1.162 -2.382
H -5.541 -0.020 -1.284
O -3.239 -3.527 0.049
C -2.221 -3.013 0.494
O -2.125 -1.832 0.991
C -0.914 -3.849 0.503
P 0.508 -2.795 0.044
C 1.986 -3.831 0.367
C 3.232 -3.209 0.399
C 4.393 -3.948 0.580
C 4.315 -5.321 0.756
C 3.077 -5.951 0.741
C 1.920 -5.213 0.539
C 0.500 -2.854 -1.788
C 1.634 -2.420 -2.476
C 1.639 -2.355 -3.860
C 0.505 -2.712 -4.580
C -0.625 -3.142 -3.903
C -0.632 -3.214 -2.515
H -1.035 -4.734 -0.122
H -0.743 -4.170 1.535
H 3.298 -2.134 0.280
H 5.350 -3.442 0.584
H 5.217 -5.901 0.904
H 3.012 -7.023 0.877
H 0.965 -5.721 0.511
H 2.522 -2.128 -1.926
H 2.530 -2.018 -4.377
H 0.503 -2.644 -5.661
H -1.516 -3.416 -4.455
H -1.536 -3.530 -2.008
F 8.741 -0.356 -0.641
C 7.780 -1.313 -0.782
F 8.063 -2.221 0.190
F 8.043 -1.921 -1.957
C 6.400 -0.790 -0.691
C 5.579 -0.671 -1.823
C 4.299 -0.192 -1.721
C 3.742 0.178 -0.454
C 4.636 0.133 0.670
C 5.910 -0.344 0.551
C 2.419 0.515 -0.265
C 1.230 0.798 0.021
H 5.957 -0.972 -2.791
H 3.686 -0.112 -2.608
H 4.281 0.485 1.628
H 6.551 -0.381 1.424
Te 1.166 1.109 -3.632
C 0.635 0.824 -5.642
C 1.615 0.726 -6.631
C 1.263 0.496 -7.952
C -0.073 0.354 -8.302
C -1.056 0.445 -7.326
C -0.705 0.680 -6.005
H 2.658 0.826 -6.358
H 2.033 0.422 -8.710
H -0.348 0.170 -9.333
H -2.099 0.331 -7.592
H -1.475 0.742 -5.246
```

Mulliken atomic charge list, values in e, 5 entries: atom 1 (Ru): 1.0970, atom 2 (C): -1.9077, atom 3 (C): 2.6614, atom 4 (C): -1.8725, atom 5 (C): -2.4652